(1)
Entry from the Open Molecules 2025 dataset: C11H16Cl3F3O4STc as an isolated structure in a non-equilibrium geometry (wB97M-V/def2-TZVPD).

Output
Total energy, Eh: -2888.98181
Total charge: -2
Lowest unoccupied orbital energy (spin up / spin down), eV: 4.89 / 4.89
HOMO-LUMO gap (spin up / spin down), eV: 5.90 / 5.99
M, g mol⁻¹: 505.67
HOMO energy (spin up / spin down), eV: -1.005 / -1.102
Spin multiplicity: 4
Relative energy (zero: lowest compared OMol25 entry of this formula, charge and spin), kcal per mole: 0.0

Each line ends with the Löwdin spin population.
Element x y z (Å)
1 C -1.116 0.926 -0.949  -0.024
2 C -1.241 -0.475 -1.391  0.005
3 C 0.066 -1.000 -1.598  0.069
4 C -2.508 -1.092 -1.809  -0.001
5 C 1.017 0.022 -1.297  0.043
6 C 0.314 1.220 -0.977  0.027
7 C 0.902 2.578 -0.955  0.004
8 C -2.165 1.956 -1.209  0.002
9 C 0.378 -2.374 -2.055  0.015
10 C 2.495 -0.102 -1.306  0.006
11 Tc -0.831 0.279 1.034  2.385
12 Cl -3.764 -3.479 0.591  0.007
13 Cl -2.977 0.040 1.465  0.119
14 Cl -0.696 -1.984 1.240  0.119
15 H -3.336 -0.403 -1.608  0.001
16 H -2.705 -2.020 -1.241  -0.001
17 H -2.482 -1.304 -2.890  0.000
18 H -0.401 -3.054 -1.703  0.002
19 H 1.345 -2.684 -1.647  0.001
20 H 0.440 -2.464 -3.148  0.005
21 H 2.789 -1.001 -0.743  0.001
22 H 2.926 0.777 -0.811  0.000
23 H 2.941 -0.172 -2.311  0.002
24 H 1.843 2.568 -0.393  0.000
25 H 0.206 3.274 -0.483  0.001
26 H 1.120 2.946 -1.970  0.002
27 H -3.134 1.595 -0.864  0.001
28 H -2.226 2.174 -2.284  -0.002
29 H -1.908 2.874 -0.679  0.000
30 O -0.622 2.050 1.664  0.167
31 H -0.031 2.326 2.399  0.007
32 F 2.581 -1.024 5.071  0.000
33 C 2.129 -1.220 3.804  0.001
34 F 3.179 -1.407 2.981  0.001
35 F 1.347 -2.317 3.798  0.000
36 S 1.176 0.283 3.211  0.003
37 O -0.214 -0.007 3.557  0.001
38 O 1.800 1.448 3.799  0.003
39 O 1.364 0.243 1.706  0.028

=====

(2)
Entry from the Open Molecules 2025 dataset: C26H21ClGeO9P2Tc as an isolated structure in a non-equilibrium geometry (wB97M-V/def2-TZVPD).

Output
Total energy, Eh: -4981.10616
Total charge: +1
Lowest unoccupied orbital energy (spin up / spin down), eV: -5.44 / -5.45
HOMO-LUMO gap (spin up / spin down), eV: 6.27 / 6.26
M, g mol⁻¹: 745.46
HOMO energy (spin up / spin down), eV: -11.709 / -11.709
Spin multiplicity: 1
Relative energy (zero: lowest compared OMol25 entry of this formula, charge and spin), kcal per mole: 8.1

Each line ends with the natural charge from an NBO analysis.
Element x y z (Å)
1 Tc -0.357 0.787 -1.986  1.130
2 O -0.889 0.322 -4.892  -0.997
3 P -2.095 0.133 -3.877  2.500
4 O -3.282 -0.499 -4.407  -1.014
5 O -1.362 -0.573 -2.651  -0.856
6 O -2.371 1.639 -3.313  -1.071
7 P -1.519 2.977 -2.932  2.499
8 O -0.358 2.972 -4.023  -1.001
9 O -2.311 4.186 -2.877  -1.014
10 O -0.729 2.532 -1.625  -0.842
11 H -1.145 0.116 -5.806  0.543
12 H -0.374 3.789 -4.549  0.542
13 Cl 8.217 0.038 -2.086  0.100
14 C 6.521 0.007 -1.914  0.031
15 C 5.954 -0.170 -0.651  -0.239
16 C 4.588 -0.154 -0.505  -0.118
17 C 3.768 0.063 -1.624  -0.171
18 C 4.348 0.222 -2.893  -0.106
19 C 5.713 0.180 -3.039  -0.242
20 C 2.353 0.178 -1.487  0.830
21 O 1.779 -0.062 -0.322  -0.478
22 O 1.594 0.543 -2.426  -0.582
23 H 6.601 -0.307 0.204  0.251
24 H 4.137 -0.289 0.469  0.244
25 H 3.703 0.373 -3.748  0.244
26 H 6.166 0.297 -4.013  0.251
27 C 0.422 0.158 -0.316  0.046
28 Ge -0.655 -0.382 1.309  1.511
29 C -0.758 -2.336 1.090  -0.361
30 C -0.405 -3.176 2.144  -0.235
31 C -0.575 -4.547 2.024  -0.201
32 C -1.097 -5.086 0.857  -0.190
33 C -1.414 -4.258 -0.211  -0.195
34 C -1.236 -2.887 -0.099  -0.242
35 C -0.130 0.178 3.122  -0.450
36 C 0.839 1.122 3.443  -0.207
37 C 1.005 1.523 4.762  -0.204
38 C 0.210 0.986 5.762  -0.188
39 C -0.755 0.039 5.447  -0.215
40 C -0.929 -0.359 4.132  -0.158
41 C -2.285 0.624 0.857  -0.385
42 C -3.338 0.084 0.118  -0.260
43 C -4.404 0.883 -0.280  -0.201
44 C -4.420 2.231 0.046  -0.197
45 C -3.380 2.776 0.791  -0.189
46 C -2.323 1.976 1.195  -0.243
47 H 0.010 -2.759 3.054  0.223
48 H -0.308 -5.204 2.842  0.225
49 H -1.246 -6.155 0.784  0.225
50 H -1.815 -4.677 -1.125  0.223
51 H -1.461 -2.244 -0.939  0.212
52 H 1.468 1.544 2.668  0.205
53 H 1.760 2.259 5.008  0.223
54 H 0.343 1.301 6.788  0.226
55 H -1.371 -0.387 6.228  0.226
56 H -1.690 -1.092 3.884  0.213
57 H -3.345 -0.974 -0.120  0.223
58 H -5.213 0.450 -0.856  0.229
59 H -5.237 2.861 -0.277  0.230
60 H -3.395 3.826 1.049  0.227
61 H -1.523 2.403 1.791  0.220

=====

(3)
Entry from the Open Molecules 2025 dataset: a 2-piece molecular cluster, C5H17N2O overall in a non-equilibrium geometry (wB97M-V/def2-TZVPD).

Output
Total energy, Eh: -385.20120
Total charge: +1
Lowest unoccupied orbital energy, eV: -2.86
HOMO-LUMO gap, eV: 10.94
M, g mol⁻¹: 121.20
HOMO energy, eV: -13.802
Spin multiplicity: 1
Relative energy (zero: lowest compared OMol25 entry of this formula, charge and spin), kcal per mole: 24.8

Each line ends with the natural charge from an NBO analysis.
Element x y z (Å)
1 C -1.342 0.217 0.829  -0.241
2 C -0.580 -1.117 1.065  -0.421
3 C -0.340 -1.886 -0.250  -0.408
4 C 0.947 -1.556 -0.968  -0.422
5 C 1.466 -0.110 -1.132  -0.230
6 N 1.773 0.433 0.223  -0.884
7 N -0.504 1.352 1.334  -0.703
8 H -2.228 0.100 1.452  0.233
9 H -1.540 0.371 -0.197  0.237
10 H -0.955 -1.664 1.932  0.232
11 H 0.392 -0.935 1.544  0.211
12 H -0.398 -2.895 0.103  0.236
13 H -1.218 -1.744 -0.889  0.203
14 H 1.015 -2.037 -1.951  0.236
15 H 1.756 -2.137 -0.511  0.203
16 H 2.344 -0.252 -1.754  0.203
17 H 0.703 0.451 -1.679  0.192
18 H 2.474 1.169 0.051  0.375
19 H 2.376 -0.287 0.618  0.369
20 H -0.892 1.841 2.153  0.424
21 H -0.553 2.087 0.616  0.462
22 H 0.451 1.072 1.537  0.473
23 H -1.150 2.947 -1.805  0.512
24 H -2.475 2.232 -1.181  0.504
25 O -1.523 2.349 -1.142  -0.997

=====

(4)
Entry from the Open Molecules 2025 dataset: a 14-piece molecular cluster, H28O14 overall in a non-equilibrium geometry (wB97M-V/def2-TZVPD).

Output
Total energy, Eh: -1070.09713
Lowest unoccupied orbital energy, eV: -0.77
HOMO-LUMO gap, eV: 9.61
M, g mol⁻¹: 252.21
HOMO energy, eV: -10.382
Spin multiplicity: 1
Relative energy (zero: lowest compared OMol25 entry of this formula, charge and spin), kcal per mole: 65.2

Each line ends with the natural charge from an NBO analysis.
Element x y z (Å)
1 O 2.769 2.823 1.967  -0.951
2 H 3.032 2.005 1.576  0.481
3 H 3.434 3.414 1.612  0.457
4 O -0.537 2.096 1.049  -0.992
5 H -1.121 2.892 1.140  0.510
6 H -0.952 1.320 1.418  0.509
7 O 0.101 3.289 3.209  -0.960
8 H -0.086 2.827 2.344  0.466
9 H -0.725 3.372 3.656  0.446
10 O -3.003 -1.555 0.202  -0.967
11 H -2.156 -1.825 -0.075  0.491
12 H -3.457 -2.361 0.488  0.494
13 O 0.716 -0.172 0.379  -0.979
14 H 0.500 0.719 0.672  0.500
15 H 0.194 -0.323 -0.400  0.499
16 O -1.906 0.091 1.988  -0.974
17 H -2.527 -0.452 1.484  0.503
18 H -1.153 -0.536 2.115  0.487
19 O 2.117 -2.371 1.846  -0.945
20 H 2.478 -1.722 1.211  0.482
21 H 1.209 -2.128 1.833  0.450
22 O -0.408 3.163 -1.456  -0.903
23 H -0.741 2.598 -0.765  0.467
24 H -0.970 2.753 -2.080  0.423
25 O -0.533 -2.688 -0.941  -0.994
26 H -0.751 -3.571 -0.606  0.494
27 H -0.993 -2.619 -1.784  0.508
28 O 3.126 0.116 1.175  -0.982
29 H 2.182 -0.083 1.000  0.485
30 H 3.368 -0.231 2.036  0.484
31 O 1.000 -0.859 -3.365  -0.916
32 H 0.945 0.004 -2.986  0.466
33 H 0.603 -1.373 -2.706  0.454
34 O -2.275 -1.678 -2.776  -0.971
35 H -2.001 -1.185 -3.603  0.482
36 H -2.170 -0.989 -2.118  0.484
37 O 2.232 -2.502 -1.284  -0.957
38 H 1.294 -2.771 -1.320  0.470
39 H 2.270 -1.642 -1.755  0.470
40 O -1.431 0.467 -1.448  -0.952
41 H -1.619 1.037 -2.169  0.481
42 H -2.055 0.638 -0.767  0.499

=====

(5)
Entry from the Open Molecules 2025 dataset: a 7-piece molecular cluster, C18H49N7O7 overall in a non-equilibrium geometry (wB97M-V/def2-TZVPD).

Output
Total energy, Eh: -1625.09343
Lowest unoccupied orbital energy, eV: 0.24
HOMO-LUMO gap, eV: 8.56
SMILES string: CC1(C)CCCC(C)(C)N1O.NC(N)=O.NC(N)=O.NC(N)=O.CCO.CCO.CCO
M, g mol⁻¹: 475.63
HOMO energy, eV: -8.317
Spin multiplicity: 1
Relative energy (zero: lowest compared OMol25 entry of this formula, charge and spin), kcal per mole: 0.0

Each line ends with the Mulliken charge.
Element x y z (Å)
1 C 19.835 2.502 0.800  -1.914
2 C 19.708 1.104 1.472  1.418
3 C 18.650 0.277 0.812  -1.623
4 C 21.101 0.397 1.203  -1.007
5 C 21.342 -0.831 2.124  -0.593
6 C 21.226 -0.453 3.576  -1.218
7 C 19.726 0.042 3.963  1.590
8 C 18.765 -1.207 3.781  -1.681
9 C 19.641 0.452 5.425  -1.830
10 N 19.428 1.166 2.963  0.033
11 O 18.337 2.048 3.233  -0.437
12 H 18.870 2.997 0.915  0.405
13 H 20.513 3.156 1.348  0.454
14 H 20.033 2.624 -0.265  0.341
15 H 18.770 0.188 -0.268  0.422
16 H 18.622 -0.739 1.205  0.387
17 H 17.638 0.611 1.042  0.321
18 H 21.063 -0.066 0.217  0.310
19 H 21.911 1.125 1.160  0.401
20 H 20.819 -1.736 1.816  0.333
21 H 22.382 -1.112 1.954  0.376
22 H 22.012 0.272 3.787  0.447
23 H 21.599 -1.237 4.235  0.435
24 H 17.835 -0.741 3.456  0.340
25 H 18.569 -1.666 4.751  0.432
26 H 18.975 -2.089 3.176  0.287
27 H 19.631 -0.312 6.202  0.391
28 H 18.693 0.959 5.606  0.416
29 H 20.451 1.147 5.647  0.390
30 H 17.604 1.559 2.852  0.376
31 N 14.407 -5.189 -13.103  -0.374
32 C 14.021 -6.071 -13.928  0.669
33 N 12.748 -6.268 -13.956  -0.362
34 O 14.835 -6.612 -14.685  -0.695
35 H 13.881 -4.665 -12.418  0.164
36 H 15.403 -5.020 -13.086  0.212
37 H 12.316 -6.863 -14.648  0.218
38 H 12.274 -5.680 -13.285  0.170
39 N 9.933 -4.431 -3.889  -0.385
40 C 10.983 -4.644 -4.645  0.606
41 N 11.892 -3.660 -4.501  -0.377
42 O 11.158 -5.698 -5.218  -0.625
43 H 9.176 -5.096 -3.827  0.220
44 H 9.794 -3.457 -3.662  0.177
45 H 11.765 -2.745 -4.093  0.173
46 H 12.773 -3.856 -4.956  0.211
47 N 29.338 -2.829 -8.571  -0.402
48 C 28.162 -3.373 -8.839  0.628
49 N 27.120 -2.616 -8.532  -0.422
50 O 28.028 -4.516 -9.189  -0.620
51 H 29.370 -1.849 -8.329  0.180
52 H 30.170 -3.316 -8.270  0.217
53 H 26.231 -3.033 -8.768  0.230
54 H 27.287 -1.855 -7.891  0.190
55 C 19.926 -2.450 -6.920  -0.887
56 C 18.530 -2.732 -6.406  -0.280
57 O 17.709 -3.188 -7.406  -0.524
58 H 19.843 -1.679 -7.686  0.256
59 H 20.352 -3.355 -7.353  0.253
60 H 20.592 -2.108 -6.127  0.316
61 H 18.088 -1.863 -5.920  0.239
62 H 18.392 -3.541 -5.688  0.303
63 H 17.716 -4.147 -7.377  0.323
64 C 15.832 -9.624 -5.555  -0.872
65 C 15.547 -9.844 -7.051  -0.297
66 O 15.101 -8.640 -7.590  -0.504
67 H 15.937 -10.609 -5.102  0.291
68 H 15.166 -8.932 -5.039  0.318
69 H 16.822 -9.195 -5.401  0.236
70 H 14.777 -10.569 -7.313  0.258
71 H 16.438 -10.179 -7.581  0.269
72 H 14.250 -8.511 -7.165  0.300
73 C 14.522 3.144 -7.092  -0.988
74 C 15.615 2.755 -8.060  -0.212
75 O 16.023 3.826 -8.836  -0.534
76 H 14.898 3.966 -6.483  0.302
77 H 14.235 2.230 -6.572  0.294
78 H 13.641 3.559 -7.582  0.282
79 H 15.383 1.904 -8.700  0.322
80 H 16.476 2.550 -7.424  0.236
81 H 16.307 4.556 -8.280  0.298

=====

(6)
Entry from the Open Molecules 2025 dataset: CH2BNO as an isolated structure in a non-equilibrium geometry (wB97M-V/def2-TZVPD).

Output
Total energy, Eh: -194.07284
Lowest unoccupied orbital energy, eV: -1.54
HOMO-LUMO gap, eV: 9.70
M, g mol⁻¹: 54.85
HOMO energy, eV: -11.247
Spin multiplicity: 1
Relative energy (zero: lowest compared OMol25 entry of this formula, charge and spin), kcal per mole: 72.6

Each line ends with the natural charge from an NBO analysis.
Element x y z (Å)
1 B 1.027 -0.200 -0.036  0.873
2 C 2.508 0.059 -0.020  -0.123
3 N 3.642 0.130 0.004  -0.183
4 O -0.048 1.390 0.057  -0.940
5 H 0.611 -1.201 0.083  -0.105
6 H -1.017 1.351 0.050  0.479